Entry 1:
C4H7NO2 | ωB97M-V with the def2-TZVPD basis set

Results
Highest occupied orbital energy, eV: -9.85
Charge: 0
Max |F|, eV/A: 0.302
Structure (SMILES): [H]/N=C1\OC[C@H](C)O1
Calculated total energy, hartree: -361.84405

```
14
Properties=species:S:1:pos:R:3:forces:R:3
O 0.6973 -1.0249 0.2226 0.1 0.0 0.1
O 1.3052 1.1141 0.0935 0.0 0.0 0.1
N 2.2829 -0.2851 1.6946 -0.1 0.1 -0.3
C 1.4938 -0.0682 0.7414 0.1 -0.1 0.2
C 0.0652 1.0584 -0.5989 -0.2 0.0 -0.1
C -1.6564 -0.7666 -0.1450 0.0 0.0 0.0
C -0.2674 -0.4427 -0.6568 -0.2 0.1 -0.1
H -1.8440 -1.8425 -0.1769 0.0 0.1 0.0
H 2.7560 0.5796 1.9421 0.0 -0.1 0.0
H -0.6857 1.6124 -0.0232 0.0 -0.1 -0.1
H -2.4203 -0.2569 -0.7418 0.1 -0.1 0.0
H -1.7412 -0.4331 0.8948 0.0 0.0 -0.1
H 0.1806 1.5243 -1.5802 0.0 -0.1 0.1
H -0.1021 -0.8561 -1.6586 0.0 0.1 0.2
```
Forces are in eV/Å.

=====

Entry 2:
C4H7NO2 | ωB97M-V with the def2-TZVPD basis set

Results
Highest occupied orbital energy, eV: -10.04
Charge: 0
Max |F|, eV/A: 3.898
Structure (SMILES): C=C1CC1.O=NO
Calculated total energy, hartree: -361.64697

```
14
Properties=species:S:1:pos:R:3:forces:R:3
O 2.4897 -0.1724 0.3154 0.1 -3.7 -0.7
O 1.9574 -1.3773 -1.5069 0.9 1.1 2.2
N 2.1737 -0.3036 -1.0713 -0.6 0.7 -1.5
C -0.3341 1.6138 -0.1512 2.5 1.3 -0.8
C -1.9372 -0.4401 0.3646 -0.1 0.4 -0.1
C -0.5313 -0.9851 0.4138 -1.1 1.2 -3.4
C -0.7444 0.4066 0.0291 -1.2 -1.7 1.0
H -0.9441 2.4109 -0.4575 -1.2 0.8 -0.1
H -0.2416 -1.5308 -0.4446 0.1 -0.8 -0.8
H 0.7370 1.9319 -0.2131 -0.8 -0.6 0.2
H -2.1862 -0.1246 1.3968 -1.0 -0.5 -0.9
H -2.6795 -0.8236 -0.4124 1.0 0.7 1.5
H 2.2957 0.7191 0.5169 -0.2 1.9 0.0
H -0.0551 -1.3247 1.2205 1.6 -0.9 3.5
```
Forces are in eV/Å.

=====

Entry 3:
C4H7NO2 | ωB97M-V with the def2-TZVPD basis set

Results
Highest occupied orbital energy, eV: -9.90
Charge: 0
Max |F|, eV/A: 2.568
Structure (SMILES): O=CCCNC=O
Calculated total energy, hartree: -361.81655

```
14
Properties=species:S:1:pos:R:3:forces:R:3
O -0.7347 -1.0588 -3.0121 0.5 0.0 -0.2
O 1.8165 -1.2062 0.6021 0.2 -0.5 0.0
N 0.0184 0.1678 -1.2116 2.3 0.1 1.2
C 0.4348 0.5136 1.3599 0.0 0.8 -1.2
C 0.9068 -0.9337 1.3450 0.5 1.4 -0.5
C -0.3725 0.8541 0.0244 -0.5 -1.6 0.6
C -0.9009 -0.3996 -2.0213 -1.2 -0.4 0.5
H -0.1485 0.8713 2.2080 -0.4 -0.6 0.0
H 0.8749 -0.3629 -1.0591 0.2 0.3 -0.9
H 0.4281 -1.7226 1.9152 -0.4 -0.2 0.5
H 1.2597 1.2326 1.3328 0.5 -0.7 0.1
H -1.9094 -0.2566 -1.5910 -0.3 0.3 -0.3
H -0.3433 1.9387 -0.0901 -0.5 -0.2 0.0
H -1.3299 0.3624 0.1978 -0.7 1.2 0.3
```
Forces are in eV/Å.

=====

Entry 4:
C4H7NO2 | ωB97M-V with the def2-TZVPD basis set

Results
Highest occupied orbital energy, eV: -8.71
Charge: 0
Max |F|, eV/A: 0.410
Calculated total energy, hartree: -361.71684

```
14
Properties=species:S:1:pos:R:3:forces:R:3
O 1.5179 1.1210 -0.2860 0.1 -0.2 0.0
O -1.0443 -0.5978 1.4763 0.1 -0.2 0.0
N 1.1280 -1.1792 -0.1904 0.1 0.4 0.1
C -0.6835 1.3132 0.1337 0.2 -0.1 0.0
C -0.1594 -0.9315 -0.7977 -0.4 0.0 -0.2
C -0.8255 -0.0664 0.2512 0.2 0.3 -0.1
C 1.8334 -0.0720 -0.0016 0.1 -0.1 0.1
H -1.8911 0.6084 -0.0490 -0.2 -0.1 -0.1
H -0.6036 1.7439 -0.8528 0.0 -0.1 0.1
H 2.8055 -0.2434 0.4937 -0.1 0.0 -0.1
H -0.4910 -1.3973 1.4987 -0.1 0.0 0.1
H -0.1210 -0.3733 -1.7416 0.0 0.0 0.0
H -0.7642 1.9432 1.0148 0.0 -0.1 -0.1
H -0.7011 -1.8687 -0.9491 0.1 0.1 0.0
```
Forces are in eV/Å.

=====

Entry 5:
C4H7NO2 | ωB97M-V with the def2-TZVPD basis set

Results
Highest occupied orbital energy, eV: -10.06
Charge: 0
Max |F|, eV/A: 0.447
Structure (SMILES): O=C[C@]1(CO)CN1
Calculated total energy, hartree: -361.79484

```
14
Properties=species:S:1:pos:R:3:forces:R:3
O 1.7312 1.3595 -0.4531 0.0 0.1 0.1
O -1.6009 1.6974 0.4629 0.0 -0.3 -0.3
N -0.0850 -0.5495 1.3758 0.0 0.1 0.2
C -1.0886 0.9802 -0.3632 -0.2 0.1 0.3
C -0.1166 -0.1059 -0.0094 0.0 0.2 -0.1
C 1.2222 0.0615 -0.6817 -0.1 -0.3 -0.2
C -0.6717 -1.4265 0.3670 -0.1 -0.2 -0.2
H -1.3237 1.0866 -1.4382 0.1 0.1 0.0
H 1.8974 -0.7272 -0.3241 0.0 0.1 0.0
H -1.7536 -1.5545 0.3378 0.2 0.1 0.0
H 1.1233 -0.0328 -1.7677 0.0 0.0 0.1
H -0.8119 -0.0593 1.8961 0.1 -0.1 -0.1
H -0.0976 -2.3185 0.1260 -0.1 0.1 0.1
H 1.5753 1.5890 0.4717 0.1 -0.1 0.0
```
Forces are in eV/Å.

=====

Entry 6:
C4H7NO2 | ωB97M-V with the def2-TZVPD basis set

Results
Highest occupied orbital energy (spin up / spin down), eV: -9.13 / -9.12
Charge: 0
Max |F|, eV/A: 2.518
Calculated total energy, hartree: -361.69159

```
14
Properties=species:S:1:pos:R:3:forces:R:3
O 1.1899 0.1674 1.0314 0.2 -1.1 -0.8
O 0.3580 -1.6859 -0.3439 0.0 1.0 -0.2
N -0.2392 1.4356 0.2482 -0.2 -1.0 -1.7
C 0.8261 -0.5669 -0.3878 1.0 -0.8 2.2
C -0.3565 0.7156 -0.7143 -0.8 1.9 1.1
C -1.2316 0.6199 -1.9037 0.0 -0.3 -0.3
C 0.6241 -0.4194 2.1930 0.1 0.1 -0.3
H -2.0016 1.3881 -1.9105 0.1 0.0 0.0
H -0.0067 0.3234 2.6869 0.0 0.0 0.0
H -0.6189 0.6959 -2.8038 -0.1 0.0 0.0
H 1.7035 -0.2937 -0.9979 -0.4 0.3 -0.1
H 0.0165 -1.2899 1.9312 0.0 0.0 0.0
H 1.4287 -0.7199 2.8667 -0.1 0.0 0.0
H -1.6922 -0.3701 -1.8956 0.0 0.0 0.0
```
Forces are in eV/Å.

=====

Entry 7:
C4H7NO2 | ωB97M-V with the def2-TZVPD basis set

Results
Highest occupied orbital energy (spin up / spin down), eV: -7.91 / -7.91
Charge: 0
Max |F|, eV/A: 0.349
Calculated total energy, hartree: -361.75261

```
14
Properties=species:S:1:pos:R:3:forces:R:3
O 0.5493 -2.2263 0.5022 -0.2 0.3 -0.1
O 2.1476 0.0765 0.4877 0.0 -0.2 0.0
N -1.1952 0.7131 0.0198 0.1 0.2 0.0
C -1.2858 -0.6635 0.1153 0.1 -0.1 0.0
C 0.8066 0.1485 0.8393 -0.2 0.0 0.0
C 0.0094 -1.1235 0.4648 0.0 -0.1 0.1
C -0.0349 1.2539 0.3007 -0.2 -0.1 0.0
H 0.2169 0.3470 -2.4748 0.0 -0.1 0.0
H -1.9931 1.2732 -0.2574 0.1 -0.1 0.0
H -2.1506 -1.1836 -0.2655 0.1 0.1 0.1
H -0.1804 -0.2783 -2.3897 0.1 0.0 0.0
H 0.1253 2.3225 0.2948 0.0 -0.1 0.0
H 2.3118 -0.8832 0.4206 0.1 0.1 0.0
H 0.6731 0.2239 1.9423 0.0 0.0 -0.1
```
Forces are in eV/Å.

=====

Entry 8:
C4H7NO2 | ωB97M-V with the def2-TZVPD basis set

Results
Highest occupied orbital energy, eV: -9.20
Charge: 0
Max |F|, eV/A: 0.343
Structure (SMILES): C=CONC(C)=O
Calculated total energy, hartree: -361.77704

```
14
Properties=species:S:1:pos:R:3:forces:R:3
O -0.6374 -1.0813 -1.3013 -0.1 0.3 0.2
O 1.1957 0.8165 -0.8129 0.1 -0.1 0.0
N -0.0296 0.8067 -0.1649 -0.2 0.0 -0.1
C -2.3333 0.0818 -0.0409 -0.1 0.0 -0.1
C -0.9489 -0.1357 -0.6193 0.0 -0.1 0.1
C 2.1391 0.0334 -0.1920 0.1 -0.2 0.2
C 2.0051 -0.6987 0.9062 0.0 0.1 -0.2
H 3.0569 0.0953 -0.7677 -0.1 0.0 0.1
H -0.3461 1.7606 -0.0491 0.0 -0.1 0.0
H -2.6270 1.1358 -0.0258 0.1 -0.1 0.0
H -2.3599 -0.2915 0.9875 0.0 0.0 -0.1
H 1.0757 -0.7616 1.4590 0.1 0.0 -0.1
H -3.0438 -0.4890 -0.6376 0.1 0.1 0.1
H 2.8537 -1.2724 1.2588 -0.1 0.1 -0.1
```
Forces are in eV/Å.

=====

Entry 9:
C4H7NO2 | ωB97M-V with the def2-TZVPD basis set

Results
Highest occupied orbital energy, eV: -9.97
Charge: 0
Max |F|, eV/A: 3.688
Structure (SMILES): NC(=O)CCC=O
Calculated total energy, hartree: -361.80446

```
14
Properties=species:S:1:pos:R:3:forces:R:3
O 2.9381 0.0421 0.1481 -2.3 2.1 1.8
O -1.0337 -0.1650 -2.0880 -0.3 -0.5 2.7
N -2.3025 -0.7886 -0.2499 -0.5 -0.5 -0.2
C 2.1510 0.7755 0.7831 2.1 -1.4 -1.3
C -1.1007 -0.5164 -0.8918 -0.3 1.5 -1.3
C 0.0981 -0.5176 0.0315 2.1 -0.6 -2.9
C 0.6919 0.9437 0.3721 -1.0 -1.7 -0.7
H 0.6608 1.4905 -0.6009 0.1 -0.2 0.8
H -3.0864 -0.2893 -0.7820 1.0 -2.2 1.3
H 0.8892 -0.9502 -0.8353 -1.5 0.6 3.2
H 2.5576 1.3556 1.6618 -0.5 -0.4 -0.6
H -0.1686 -1.1395 0.9243 1.0 0.5 -0.7
H -2.3229 -1.6626 0.4132 -0.6 2.8 -1.9
H 0.0282 1.4219 1.1137 0.6 0.0 -0.2
```
Forces are in eV/Å.

=====

Entry 10:
C4H7NO2 | ωB97M-V with the def2-TZVPD basis set

Results
Highest occupied orbital energy, eV: -7.69
Charge: 0
Max |F|, eV/A: 0.734
Calculated total energy, hartree: -361.68768

```
14
Properties=species:S:1:pos:R:3:forces:R:3
O 0.0459 1.0544 0.1828 0.1 -0.1 -0.1
O 1.8160 0.3400 -1.1740 -0.1 -0.1 0.2
N -0.5875 -1.2975 0.9298 0.3 0.5 -0.4
C -1.8028 -0.7472 1.4933 -0.3 0.1 0.1
C 1.1161 -0.9034 -0.8337 0.2 0.1 0.0
C 0.6569 1.4585 -0.8864 -0.1 0.2 0.0
C 0.1176 -0.7092 0.0991 -0.1 -0.4 0.3
H 1.2548 2.3675 -0.7775 -0.1 0.1 -0.1
H -2.0316 0.2653 1.1425 0.1 -0.2 0.0
H -1.7105 -0.7146 2.5838 0.0 0.0 -0.1
H 0.1419 1.3536 -1.8502 0.0 0.1 0.1
H -2.6599 -1.3905 1.2700 0.2 0.0 0.0
H 1.1197 -1.6157 -1.6482 -0.1 0.3 0.2
H 2.5233 0.5387 -0.5315 -0.3 -0.4 -0.1
```
Forces are in eV/Å.

=====

Entry 11:
C4H7NO2 | ωB97M-V with the def2-TZVPD basis set

Results
Highest occupied orbital energy, eV: -8.12
Charge: 0
Max |F|, eV/A: 2.367
Calculated total energy, hartree: -361.74183

```
14
Properties=species:S:1:pos:R:3:forces:R:3
O 2.3851 1.0410 0.2877 0.7 2.2 -0.1
O 2.3549 -1.1687 0.7854 -0.4 -0.4 0.2
N -0.9099 -1.1449 0.0566 -1.4 0.9 0.8
C 2.0420 -0.0627 0.4634 -0.8 -2.0 -0.8
C -0.3565 1.3117 0.6050 0.6 -1.5 -0.9
C -0.6546 -0.5664 -1.2564 1.4 1.4 -1.3
C 0.0783 0.0397 -0.1293 0.7 0.3 1.6
H -0.6363 -2.0948 0.1154 0.5 -0.9 0.7
H 0.3255 1.4524 1.4638 -0.7 0.2 -0.5
H -1.4584 -0.1449 -1.8784 0.1 -0.1 0.7
H 0.1591 -1.0486 -1.8355 -1.3 -0.6 0.1
H -0.1565 2.0415 -0.1833 -0.3 0.6 0.6
H -1.3991 1.2137 0.8961 -0.3 0.7 0.1
H -1.7736 -0.8691 0.6095 1.3 -0.7 -1.4
```
Forces are in eV/Å.

=====

Entry 12:
C4H7NO2 | ωB97M-V with the def2-TZVPD basis set

Results
Highest occupied orbital energy, eV: -7.44
Charge: 0
Max |F|, eV/A: 0.699
Calculated total energy, hartree: -361.72723

```
14
Properties=species:S:1:pos:R:3:forces:R:3
O 0.6038 -0.9640 0.5040 0.1 0.0 0.2
O 2.9626 -0.6932 0.3127 -0.6 0.3 0.0
N 1.4081 1.0599 0.0660 0.2 -0.1 0.0
C -0.3997 -0.1817 -0.3874 -0.2 0.0 0.0
C -0.0607 1.1103 0.2690 -0.1 0.1 -0.3
C -1.7886 -0.7350 -0.2206 0.0 0.0 0.0
C 1.8990 -0.1560 0.2343 0.4 -0.1 0.1
H 2.0270 1.8558 0.0569 0.0 -0.1 0.0
H -1.8387 -1.7929 -0.4906 0.0 0.1 0.0
H -0.4779 2.0153 -0.1722 0.0 -0.1 0.1
H 0.0204 -0.3893 -1.3859 -0.1 0.1 0.1
H 0.2465 -0.3542 1.3043 0.1 -0.2 -0.1
H -2.4522 -0.1793 -0.8925 0.1 -0.1 0.1
H -2.1494 -0.5956 0.8018 0.1 0.0 -0.1
```
Forces are in eV/Å.